An isolated molecule of C5H7NO in a non-equilibrium geometry. Source: OMol25; level of theory: wB97M-V/def2-TZVPD.

Geometry as XYZ:
```
14
Properties=species:S:1:pos:R:3:nbo_charge:R:1
C -1.687 0.274 0.324 -0.61
C -0.610 -0.787 0.105 -0.40
C 0.712 -0.190 -0.335 0.11
C 0.675 0.523 -1.613 0.26
N 0.597 1.092 -2.617 -0.29
C 1.736 0.211 0.641 -0.08
O 1.877 -0.970 -0.133 -0.45
H -1.384 0.995 1.092 0.21
H -2.624 -0.186 0.650 0.22
H -1.893 0.831 -0.596 0.22
H -0.418 -1.347 1.027 0.22
H -0.936 -1.514 -0.648 0.22
H 2.433 1.012 0.405 0.20
H 1.523 0.056 1.698 0.19
```

Values from the calculation:
DFT total energy, hartree: -324.6625
F_max, eV/A: 1.1
HOMO, eV: -11.1
Frontier orbital gap, eV: 11.95
Relative energy (zero: lowest compared OMol25 entry of this formula, charge and spin), kcal per mole: 38.9